1.
Formula: C29H30N4O5SZr
Source: the OMol25 dataset
Level of theory: ωB97M-V/def2-TZVPD

Computed properties:
Total charge: +2
Energy above the lowest of the compared OMol25 structures with the same formula, charge and spin (eV): 2.138
Orbital gap (eV): 7.26

Element x y z (Å)
Zr  0.923  -0.181  -1.552
C  -0.820  -2.716  -1.749
O  -0.426  -1.813  -0.660
C  -1.301  -1.861  0.476
C  -2.647  -2.098  0.294
C  -3.481  -2.153  1.404
C  -2.967  -1.977  2.678
C  -1.614  -1.719  2.847
C  -0.770  -1.656  1.751
N  0.627  -1.369  1.923
C  1.129  -0.389  1.129
N  0.431  0.769  1.126
C  0.777  1.954  0.409
C  1.168  1.874  -0.915
C  1.486  3.063  -1.580
C  1.389  4.269  -0.912
C  0.953  4.331  0.413
C  0.633  3.165  1.088
O  0.198  3.067  2.362
C  -0.072  4.291  3.069
N  2.102  -0.562  0.237
C  2.853  -1.779  0.256
C  2.907  -2.551  -0.901
C  3.601  -3.742  -0.962
C  4.272  -4.175  0.178
C  4.249  -3.414  1.333
C  3.556  -2.207  1.379
O  3.507  -1.526  2.558
C  4.042  -0.186  2.582
H  -1.667  -2.302  -2.285
H  -1.032  -3.698  -1.335
H  0.030  -2.790  -2.424
H  -3.069  -2.227  -0.692
H  -4.539  -2.323  1.259
H  -3.620  -2.024  3.539
H  -1.195  -1.557  3.833
H  1.255  -2.119  2.174
H  -0.153  0.920  1.943
H  1.775  3.065  -2.623
H  1.633  5.190  -1.427
H  0.870  5.289  0.907
H  -0.499  4.000  4.021
H  -0.783  4.900  2.512
H  0.856  4.839  3.232
H  2.381  -2.237  -1.806
H  3.618  -4.327  -1.871
H  4.822  -5.107  0.159
H  4.773  -3.731  2.225
H  4.685  -0.112  3.454
H  3.237  0.545  2.672
H  4.621  0.008  1.680
O  -6.578  2.033  -0.941
C  -5.522  1.399  -0.413
O  -5.572  0.940  0.692
C  -4.289  1.249  -1.263
C  -4.299  1.243  -2.653
C  -3.142  0.976  -3.381
C  -1.957  0.726  -2.705
S  -0.465  0.276  -3.579
C  -1.963  0.775  -1.317
C  -3.101  1.010  -0.583
H  -6.368  2.431  -1.794
H  -5.221  1.400  -3.200
H  -3.172  0.941  -4.462
H  -1.049  0.581  -0.763
H  -3.108  0.989  0.499
N  2.590  -0.029  -3.170
H  2.443  0.893  -3.585
H  2.515  -0.688  -3.946
H  3.556  -0.060  -2.845

Forces on atoms 1 to 3 (eV/Å):
Zr -0.33 0.77 -0.74
C 0.12 -0.05 0.16
O -0.19 -0.06 -0.02

2.
Formula: C29H30N7O2STi
Source: the OMol25 dataset
Level of theory: ωB97M-V/def2-TZVPD

Computed properties:
Spin multiplicity: 2
Energy above the lowest of the compared OMol25 structures with the same formula, charge and spin (eV): 0.381
Orbital gap (alpha / beta) (eV): 6.51 / 6.27

Element x y z (Å)
Ti  -0.776  0.290  -0.839
C  1.882  -2.562  3.117
C  1.427  -3.027  1.890
C  0.435  -2.346  1.203
C  -0.105  -1.173  1.734
C  0.342  -0.714  2.976
C  1.329  -1.411  3.657
N  -1.039  -0.437  0.976
C  -2.092  0.204  1.652
C  -2.855  -0.353  2.673
C  -3.925  0.359  3.194
C  -4.261  1.618  2.703
C  -3.522  2.184  1.678
C  -2.440  1.473  1.173
N  -1.641  1.893  0.096
N  -1.868  3.056  -0.451
C  -1.132  3.159  -1.597
C  -1.139  4.357  -2.336
C  -0.386  4.428  -3.476
C  0.369  3.314  -3.884
C  0.321  2.174  -3.124
N  -0.414  2.088  -2.000
H  2.651  -3.100  3.657
H  1.832  -3.937  1.464
H  0.072  -2.704  0.249
H  -0.088  0.183  3.403
H  1.668  -1.046  4.620
H  -2.608  -1.336  3.054
H  -4.520  -0.087  3.981
H  -5.112  2.149  3.107
H  -3.769  3.147  1.257
H  -1.735  5.185  -1.982
H  -0.376  5.336  -4.064
H  0.964  3.331  -4.785
H  0.857  1.274  -3.401
O  -4.362  -0.735  -0.927
C  -3.266  -1.013  -1.336
O  -2.388  -0.081  -1.739
C  -2.732  -2.404  -1.496
C  -3.612  -3.422  -1.126
C  -3.273  -4.755  -1.248
C  -2.024  -5.080  -1.760
C  -1.138  -4.083  -2.123
C  -1.456  -2.726  -1.996
S  -0.135  -1.612  -2.463
H  -4.578  -3.124  -0.740
H  -3.970  -5.528  -0.954
H  -1.734  -6.117  -1.875
H  -0.161  -4.347  -2.509
C  3.523  1.632  1.802
N  2.619  1.745  0.659
C  1.396  2.455  0.989
C  2.533  0.689  -0.208
N  1.395  0.178  -0.581
N  3.721  0.142  -0.612
C  4.869  0.983  -0.915
C  3.710  -1.142  -1.290
H  2.989  1.203  2.657
H  3.893  2.620  2.075
H  4.368  0.991  1.577
H  1.664  3.341  1.562
H  0.714  1.839  1.584
H  0.892  2.777  0.084
H  1.539  -0.549  -1.277
H  4.675  2.007  -0.611
H  5.059  0.975  -1.993
H  5.764  0.621  -0.406
H  3.053  -1.839  -0.771
H  4.721  -1.544  -1.276
H  3.383  -1.065  -2.334

Forces on atoms 1 to 3 (eV/Å):
Ti 0.43 -0.54 -0.49
C 0.06 -0.06 0.02
C -0.05 0.00 -0.06

3.
Formula: C29H31F27N3O7S
Source: the OMol25 dataset
Level of theory: ωB97M-V/def2-TZVPD

Computed properties:
Total charge: +1
Energy above the lowest of the compared OMol25 structures with the same formula, charge and spin (eV): 0.000
Orbital gap (eV): 7.50

Element x y z (Å)
C  -0.648  -0.669  1.794
C  -0.827  -0.135  0.720
C  -1.086  0.598  -0.578
C  -1.455  -0.140  -1.820
C  -1.678  0.709  -3.061
C  -2.081  -0.060  -4.388
N  -2.662  -1.398  -4.049
C  -1.546  2.203  -3.025
S  -1.773  3.302  -4.470
O  -2.113  2.619  -5.714
O  -2.773  4.355  -4.241
C  -0.159  4.230  -4.806
F  0.962  3.473  -4.513
F  -0.135  5.480  -4.248
F  -0.134  4.428  -6.184
N  -1.224  2.842  -1.793
N  -1.100  4.221  -1.812
C  -2.199  4.930  -1.096
C  -3.654  4.321  -1.296
C  -4.391  3.928  0.081
C  -4.583  2.353  0.273
C  -0.987  2.111  -0.623
C  -0.575  2.797  0.755
O  -1.743  2.998  1.579
O  -1.391  2.874  2.902
H  -0.534  -1.113  2.832
H  -1.528  -1.256  -1.810
H  -1.223  -0.261  -5.090
H  -2.922  0.487  -4.922
H  -1.923  -2.032  -3.735
H  -3.401  -1.299  -3.345
H  -0.188  4.532  -1.462
H  -2.223  6.016  -1.433
H  -2.020  4.986  0.031
H  -3.727  3.469  -2.026
H  -4.292  5.156  -1.732
H  -5.434  4.376  0.042
H  -3.855  4.339  0.981
H  -4.077  1.782  -0.557
H  -5.685  2.130  0.366
H  -4.126  2.060  1.274
H  0.214  2.209  1.304
H  -0.135  3.808  0.455
H  -0.577  3.408  3.047
C  4.174  -4.714  3.983
C  3.968  -4.798  2.457
C  4.167  -3.495  1.680
F  3.312  -2.524  2.063
F  3.945  -3.702  0.356
F  2.748  -5.332  2.207
F  4.875  -5.698  1.984
O  3.003  -4.567  4.791
C  2.496  -3.274  4.968
C  1.108  -3.101  4.344
F  1.116  -3.369  3.021
F  0.676  -1.818  4.481
F  3.388  -2.369  4.521
F  2.407  -3.084  6.302
H  4.580  -5.682  4.284
H  4.948  -3.993  4.256
H  5.190  -3.124  1.791
H  0.383  -3.764  4.818
C  4.223  5.818  3.111
C  2.688  5.972  3.121
C  1.928  5.073  4.098
F  2.112  3.760  3.850
F  0.589  5.298  3.996
F  2.221  5.818  1.855
F  2.422  7.263  3.463
O  4.783  4.983  2.094
C  4.823  3.604  2.341
C  3.931  2.816  1.379
F  2.643  3.229  1.456
F  3.942  1.497  1.682
F  4.538  3.363  3.635
F  6.107  3.227  2.165
H  4.623  6.810  2.885
H  4.623  5.579  4.098
H  2.222  5.277  5.131
H  4.267  2.937  0.348
C  -1.497  -6.183  -4.026
C  -0.955  -7.590  -3.703
C  -1.985  -8.610  -3.214
F  -2.587  -8.230  -2.070
F  -1.379  -9.795  -2.957
F  0.071  -7.475  -2.827
F  -0.411  -8.077  -4.855
O  -1.354  -5.182  -3.011
C  -2.331  -5.132  -2.008
C  -1.772  -5.466  -0.620
F  -1.211  -6.689  -0.592
F  -2.762  -5.462  0.305
F  -3.373  -5.906  -2.354
F  -2.799  -3.855  -2.006
H  -0.885  -5.808  -4.850
H  -2.512  -6.213  -4.426
H  -2.753  -8.786  -3.972
H  -1.014  -4.737  -0.323

Forces on atoms 1 to 3 (eV/Å):
C -0.16 -0.07 0.69
C -0.32 1.05 -1.35
C -0.44 0.02 -1.57

4.
Formula: C29H31F4NO4
Source: the OMol25 dataset
Level of theory: ωB97M-V/def2-TZVPD

Computed properties:
Total charge: +1
Spin multiplicity: 2
Orbital gap (alpha / beta) (eV): 6.20 / 1.98

Element x y z (Å)
C  4.465  5.276  -0.838
N  3.579  4.233  -1.490
O  3.978  3.045  -1.482
O  2.424  4.551  -1.736
H  4.887  4.832  0.064
H  3.850  6.152  -0.632
H  5.289  5.585  -1.482
O  -5.214  4.577  0.319
C  -4.987  5.782  0.017
O  -3.795  6.306  -0.314
C  -2.717  5.474  -0.410
C  -2.528  4.701  -1.720
C  -6.175  6.791  -0.034
H  -2.621  4.740  0.390
H  -1.783  6.033  -0.371
H  -1.444  4.732  -1.820
H  -2.946  5.200  -2.595
H  -2.711  3.634  -1.597
H  -6.182  7.302  0.929
H  -7.092  6.206  -0.110
H  -6.048  7.589  -0.765
F  6.988  0.513  2.265
C  6.015  -0.174  2.839
C  6.362  -1.170  3.808
C  5.376  -1.810  4.471
C  4.066  -1.526  4.248
C  3.687  -0.608  3.258
C  4.696  0.112  2.549
H  7.398  -1.271  4.096
H  5.587  -2.508  5.269
H  3.345  -1.973  4.916
H  2.653  -0.370  3.055
H  4.437  0.919  1.879
F  0.881  -4.674  -6.877
C  0.751  -4.312  -5.554
C  1.600  -4.784  -4.561
C  1.320  -4.499  -3.205
C  0.175  -3.779  -2.923
C  -0.503  -3.017  -3.844
C  -0.256  -3.344  -5.219
H  2.477  -5.378  -4.771
H  1.813  -4.950  -2.356
H  0.000  -3.473  -1.902
H  -1.263  -2.266  -3.689
H  -0.924  -2.954  -5.973
F  2.578  -1.374  0.528
C  1.428  -0.751  0.053
C  1.426  0.620  -0.265
C  0.192  1.254  -0.518
C  -0.980  0.589  -0.446
C  -0.987  -0.706  0.057
C  0.206  -1.412  0.217
H  2.322  1.209  -0.133
H  0.238  2.236  -0.966
H  -1.911  1.124  -0.564
H  -1.951  -1.144  0.269
H  0.198  -2.377  0.701
F  -4.173  -2.162  1.182
C  -3.809  -3.333  1.676
C  -2.640  -3.524  2.424
C  -2.212  -4.791  2.699
C  -3.103  -5.819  2.481
C  -4.340  -5.613  1.886
C  -4.620  -4.388  1.345
H  -2.014  -2.707  2.750
H  -1.287  -5.010  3.212
H  -2.834  -6.822  2.778
H  -5.111  -6.355  1.743
H  -5.525  -4.185  0.791

Forces on atoms 1 to 3 (eV/Å):
C 0.05 0.21 -0.35
N -0.68 -1.77 1.48
O -0.26 2.30 -0.38

no.,E_tot (Eh)
1,-2163.06983
2,-2904.64806
3,-4908.55220
4,-1878.32188